Entry a
A 2-piece molecular cluster, C3H4BrN overall. Source: the OMol25 dataset; level of theory: the ωB97M-V functional and the def2-TZVPD basis.

Structure (XYZ):
```
9
Properties=species:S:1:pos:R:3:mulliken_charge:R:1
C -0.2757 -1.6850 0.5857 0.520
C 0.6228 -0.6042 0.5548 -0.831
C -0.2935 1.1612 -0.4411 -0.630
N -1.1854 -2.4028 0.5952 -0.392
Br -0.0426 1.1140 -2.3283 -0.064
H 0.8444 0.1011 1.3571 0.344
H 1.3234 -0.5096 -0.2852 0.301
H 0.3406 1.8052 0.1154 0.406
H -1.3339 1.0200 -0.1536 0.348
```

Net charge ... 0
LUMO (alpha / beta) ... -0.020 / -0.020 Ha
Molecular weight ... 133.98 g mol⁻¹
E_HOMO (alpha / beta) ... -9.26 / -9.26 eV
Orbital gap (alpha / beta) ... 8.718 / 8.719 eV



Entry b
One molecule with the formula C3H4BrN. Source: the OMol25 dataset; level of theory: the ωB97M-V functional and the def2-TZVPD basis.

Structure (XYZ):
```
9
Properties=species:S:1:pos:R:3:mulliken_charge:R:1
N 1.2443 -0.7955 -0.1226 -0.518
C -0.0830 -0.3547 -0.6583 -0.352
C -0.8652 0.4098 0.4073 0.045
C -1.1971 1.3672 1.0653 -0.059
Br -1.8309 2.4540 2.3542 -0.056
H 2.1749 -0.3894 -0.3029 0.211
H 1.2935 -1.7655 -0.3399 0.212
H -0.0798 0.3127 -1.5234 0.224
H -0.6566 -1.2386 -0.8797 0.293
```

Net charge ... 0
LUMO ... 0.031 Ha
Molecular weight ... 133.98 g mol⁻¹
SMILES string ... NCC#CBr
E_HOMO ... -9.42 eV
Orbital gap ... 10.254 eV



Entry c
C3H4BrN as an isolated structure. Source: the OMol25 dataset; level of theory: the ωB97M-V functional and the def2-TZVPD basis.

Structure (XYZ):
```
9
Properties=species:S:1:pos:R:3:mulliken_charge:R:1
C 1.1484 -0.9660 -0.1995 -0.068
C 0.1251 0.7778 -0.2862 -0.004
C 0.1656 -0.3263 0.7390 -0.452
N 1.3417 0.1550 -0.7728 -0.477
Br -3.6166 0.3096 -0.1627 -0.054
H 1.6656 -1.8953 -0.1875 0.359
H -0.7716 0.6387 -0.8671 0.089
H 0.1231 1.8572 -0.0228 0.236
H -0.1812 -0.5508 1.7595 0.372
```

Net charge ... 0
LUMO (alpha / beta) ... -0.008 / -0.138 Ha
Molecular weight ... 133.98 g mol⁻¹
E_HOMO (alpha / beta) ... -9.91 / -8.16 eV
Orbital gap (alpha / beta) ... 9.692 / 4.419 eV



It is entry b that is the most stable of them.



Entry a
One molecule with the formula C4H8OS2. Source: the OMol25 dataset; level of theory: the ωB97M-V functional and the def2-TZVPD basis.

Structure (XYZ):
```
15
Properties=species:S:1:pos:R:3:mulliken_charge:R:1
C 1.9167 -0.0450 -0.1818 -1.416
C 0.4531 -0.0290 0.1927 0.677
O 0.2600 -0.0051 1.5717 -0.574
C -0.5280 0.7508 -0.6527 -0.287
S -1.7879 1.7605 0.1109 -0.252
C -0.5663 -0.7715 -0.6508 -0.264
S -1.8677 -1.7017 0.1457 -0.263
H 2.4075 0.8224 0.2503 0.350
H 2.0362 -0.0447 -1.2426 0.348
H 2.4007 -0.9710 0.2257 0.315
H -0.3853 -0.7199 1.7975 0.376
H -0.1332 1.2008 -1.5501 0.319
H -1.2739 1.6431 1.3420 0.188
H -0.1621 -1.2211 -1.5599 0.319
H -2.7700 -0.6686 0.2015 0.164
```

Net charge ... 0
LUMO ... 0.025 Ha
Molecular weight ... 136.24 g mol⁻¹
SMILES string ... C[C@@]1(O)[C@H](S)[C@@H]1S
E_HOMO ... -9.11 eV
Orbital gap ... 9.779 eV



Entry b
C4H8OS2 as an isolated structure. Source: the OMol25 dataset; level of theory: the ωB97M-V functional and the def2-TZVPD basis.

Structure (XYZ):
```
15
Properties=species:S:1:pos:R:3:mulliken_charge:R:1
C 0.0841 0.8663 -0.3864 0.300
C 0.3634 1.1700 -1.8496 0.049
O 1.5100 0.9008 -2.3217 -0.504
C 1.4114 0.7201 0.4265 -0.804
S 1.1487 0.3261 2.1264 -0.088
S 0.1707 -1.9119 1.1523 -0.107
C -1.5858 -1.8061 0.8767 -0.789
H -0.5729 1.6602 -0.0866 0.342
H -0.4589 0.0018 -0.2187 -0.355
H -0.3950 1.8748 -2.2747 0.285
H 2.0057 1.6148 0.3363 0.449
H 2.1415 -0.0917 0.0629 0.323
H -1.7145 -1.6859 -0.2620 0.249
H -2.0603 -0.9298 1.1986 0.346
H -2.0482 -2.7096 1.2200 0.303
```

Net charge ... 0
LUMO ... -0.061 Ha
Molecular weight ... 136.24 g mol⁻¹
E_HOMO ... -9.13 eV
Orbital gap ... 7.475 eV



It is entry a that is the most stable of them.



Entry a
A 2-piece molecular cluster, C3H3N2O3 overall. Source: the OMol25 dataset; level of theory: the ωB97M-V functional and the def2-TZVPD basis.

Structure (XYZ):
```
11
Properties=species:S:1:pos:R:3:mulliken_charge:R:1
C -2.6358 -0.9368 0.5228 0.774
C 1.5786 1.4659 0.8487 0.503
C 1.3042 -0.0841 -1.0579 -0.535
N -1.7484 -0.1304 0.1663 -0.589
N 1.6912 0.9988 -0.2191 -0.256
O -3.4285 -1.8154 0.2307 -0.712
O -2.1120 -0.4016 1.6550 -0.470
O 1.6900 2.0632 1.8166 -0.456
H 0.1875 -0.0939 -1.3121 0.270
H 1.8522 -0.0191 -2.0138 0.226
H 1.6210 -1.0465 -0.6372 0.245
```

Net charge ... -1
LUMO ... 0.128 Ha
Molecular weight ... 115.07 g mol⁻¹
E_HOMO ... -3.27 eV
Orbital gap ... 6.753 eV



Entry b
A 2-piece molecular cluster, C3H3N2O3 overall. Source: the OMol25 dataset; level of theory: the ωB97M-V functional and the def2-TZVPD basis.

Structure (XYZ):
```
11
Properties=species:S:1:pos:R:3:mulliken_charge:R:1
C 0.7697 -1.4382 0.1335 0.219
C 1.4629 -0.4598 0.6870 -0.216
C 2.8073 -0.0592 1.3749 0.386
N -0.2447 1.9737 -0.2744 -0.280
N 0.2280 1.5972 0.7559 -0.164
O 3.2190 1.0878 1.3298 -0.667
O 3.2745 -1.1172 1.8235 -0.657
O -0.4146 -1.1840 -0.4791 -0.477
H 1.0385 -2.5095 -0.0690 0.354
H -0.5560 3.1195 -0.2681 0.189
H -0.4364 -0.3246 -0.7334 0.314
```

Net charge ... -1
LUMO (alpha / beta) ... 0.126 / 0.141 Ha
Molecular weight ... 115.07 g mol⁻¹
E_HOMO (alpha / beta) ... -3.28 / -4.33 eV
Orbital gap (alpha / beta) ... 6.715 / 8.159 eV



It is entry a that is the most stable of them.



Entry a
One molecule with the formula C4H10OS2. Source: the OMol25 dataset; level of theory: the ωB97M-V functional and the def2-TZVPD basis.

Structure (XYZ):
```
17
Properties=species:S:1:pos:R:3:mulliken_charge:R:1
C -0.5012 -1.5849 -1.4283 -1.224
C -0.8887 -0.4170 -0.5426 -0.688
C 0.1645 0.6221 -0.0682 0.216
C 1.5310 0.0351 0.3331 -1.463
S -0.3050 1.3642 1.4895 0.557
O -0.4873 0.3331 2.4329 -0.565
S 0.8420 2.8283 1.8446 -0.320
H 0.1913 -2.2649 -0.9956 0.359
H -1.5189 -2.0402 -1.7818 0.307
H -0.1062 -1.1873 -2.3337 0.362
H -1.7933 -0.0201 -1.0705 0.325
H -1.3364 -0.6826 0.3716 0.418
H 0.1496 1.6129 -0.7380 0.349
H 1.3578 -0.7310 1.0318 0.439
H 2.1022 -0.4981 -0.4753 0.331
H 2.0331 0.8465 0.7864 0.448
H -1.4346 1.7838 1.1439 0.148
```

Net charge ... 0
LUMO ... 0.020 Ha
Molecular weight ... 138.26 g mol⁻¹
SMILES string ... CC[C@H](C)[S@@H](=O)=S
E_HOMO ... -9.45 eV
Orbital gap ... 9.982 eV



Entry b
One molecule with the formula C4H10OS2. Source: the OMol25 dataset; level of theory: the ωB97M-V functional and the def2-TZVPD basis.

Structure (XYZ):
```
17
Properties=species:S:1:pos:R:3:mulliken_charge:R:1
C 2.2643 0.8025 1.3039 -0.780
S 1.5574 0.7647 -0.4491 -0.067
S -0.3095 1.5513 -0.1781 -0.119
C -1.3957 0.2437 0.5852 -0.777
C -0.7696 -1.1435 0.7278 -0.478
C -0.7150 -1.9014 -0.5636 -0.428
O -1.9716 -2.6353 -0.7392 -0.543
H 2.5316 -0.2355 1.4682 0.258
H 1.4571 1.1788 1.9246 0.252
H 3.0814 1.5120 1.3534 0.326
H -2.1532 0.1885 -0.1974 0.401
H -1.7313 0.7183 1.5005 0.387
H 0.1914 -1.1224 1.2394 0.225
H -1.4422 -1.6637 1.4229 0.362
H 0.1556 -2.5605 -0.6091 0.308
H -0.7767 -1.2584 -1.4424 0.362
H -1.9719 -2.9162 -1.6829 0.311
```

Net charge ... 0
LUMO ... 0.026 Ha
Molecular weight ... 138.26 g mol⁻¹
SMILES string ... CSSCCCO
E_HOMO ... -8.66 eV
Orbital gap ... 9.363 eV



It is entry b that is the most stable of them.



Entry a
An isolated ion of composition C5H13N2S and charge -1. Source: the OMol25 dataset; level of theory: the ωB97M-V functional and the def2-TZVPD basis.

Structure (XYZ):
```
21
Properties=species:S:1:pos:R:3:mulliken_charge:R:1
C -0.2141 -1.5247 1.9543 -1.393
C 0.3267 -0.3468 1.1841 0.848
C 1.5072 -0.7168 0.3105 -1.183
S 3.1706 -1.3598 0.9789 -0.603
N -0.8517 0.1939 0.4792 -0.419
C -0.6502 1.5281 -0.2000 -0.828
C -0.0412 1.2356 -1.6129 -0.302
N -1.0537 0.4966 -2.4718 -0.624
H -0.1851 -2.4611 1.4342 0.350
H 0.5718 -2.0144 2.6926 0.292
H -1.2015 -1.2037 2.4229 0.368
H 0.8209 0.3652 1.8781 0.070
H 1.9360 0.2081 -0.1360 0.089
H 1.1869 -1.3863 -0.4654 0.304
H -1.5455 -0.3004 0.0534 0.301
H -0.1185 2.1532 0.4449 0.323
H -1.6352 1.9199 -0.2911 0.425
H 0.3610 1.9998 -2.2172 0.411
H 0.7842 0.4945 -1.5865 0.201
H -1.8094 1.0045 -2.8826 0.173
H -1.3592 -0.2856 -1.9696 0.195
```

Net charge ... -1
LUMO ... 0.131 Ha
Molecular weight ... 133.24 g mol⁻¹
SMILES string ... C[C@@H](C[S-])NCCN
E_HOMO ... -2.31 eV
Orbital gap ... 5.860 eV



Entry b
An isolated ion of composition C5H13N2S and charge -1. Source: the OMol25 dataset; level of theory: the ωB97M-V functional and the def2-TZVPD basis.

Structure (XYZ):
```
21
Properties=species:S:1:pos:R:3:mulliken_charge:R:1
C -2.4747 1.5518 -1.7216 -1.235
C -1.3089 1.3913 -0.7260 -0.335
N -0.7942 0.0185 -0.7649 -0.579
C 0.4317 -0.1174 0.0211 0.625
C 1.6362 0.3680 -0.8086 -0.940
N 2.5944 1.3656 -0.2613 -0.627
C 0.5547 -1.5796 0.4246 -1.284
S -0.2617 -1.8242 2.0510 -0.644
H -2.4061 2.5001 -2.2733 0.314
H -2.6229 0.7941 -2.4928 0.359
H -3.3876 1.6460 -1.1304 0.282
H -1.6490 1.6384 0.2921 0.356
H -0.5147 2.0834 -1.0286 0.300
H -1.5132 -0.5483 -0.3165 0.281
H 0.3432 0.4681 0.9553 0.200
H 1.1754 0.8870 -1.6620 0.315
H 2.2659 -0.4477 -1.1798 0.423
H 3.4065 0.9076 0.1345 0.246
H 2.1356 1.8464 0.5085 0.259
H 0.0982 -2.2114 -0.3516 0.336
H 1.5903 -1.9222 0.5195 0.349
```

Net charge ... -1
LUMO ... 0.136 Ha
Molecular weight ... 133.24 g mol⁻¹
SMILES string ... CCN[C@H](CN)C[S-]
E_HOMO ... -2.44 eV
Orbital gap ... 6.153 eV



It is entry b that is the most stable of them.



Entry a
A 4-piece molecular cluster, C4H4Cl12 overall. Source: the OMol25 dataset; level of theory: the ωB97M-V functional and the def2-TZVPD basis.

Structure (XYZ):
```
20
Properties=species:S:1:pos:R:3:mulliken_charge:R:1
Cl 5.8763 12.9588 6.2447 -0.129
C 7.3387 12.0221 5.9353 0.141
Cl 8.6887 13.1095 5.8210 -0.091
Cl 7.1405 11.1227 4.3090 -0.141
H 7.3335 11.2392 6.6159 0.208
Cl 3.6013 6.6774 8.2629 -0.124
C 4.4179 6.7801 6.7000 0.058
Cl 4.9954 8.3465 6.4500 -0.043
Cl 3.2208 6.2799 5.4317 -0.148
H 5.2190 6.0227 6.5659 0.262
Cl 12.8358 6.1661 6.3512 -0.129
C 14.3182 6.8479 5.6786 0.061
Cl 14.0668 8.1618 4.5873 -0.090
Cl 15.3346 5.5789 4.8021 -0.143
H 14.7499 7.1329 6.6341 0.306
Cl 9.6088 9.6116 6.7698 -0.117
C 10.1024 8.3653 5.6092 0.554
Cl 10.0958 8.8218 3.9077 -0.095
Cl 9.0954 6.8235 5.7657 -0.152
H 11.0643 8.0333 5.8925 -0.188
```

Net charge ... 0
LUMO ... 0.009 Ha
Molecular weight ... 477.51 g mol⁻¹
SMILES string ... ClC(Cl)Cl.ClC(Cl)Cl.ClC(Cl)Cl.ClC(Cl)Cl
E_HOMO ... -11.00 eV
Orbital gap ... 11.244 eV



Entry b
A 4-piece molecular cluster, C4H4Cl12 overall. Source: the OMol25 dataset; level of theory: the ωB97M-V functional and the def2-TZVPD basis.

Structure (XYZ):
```
20
Properties=species:S:1:pos:R:3:mulliken_charge:R:1
Cl -10.1208 14.0937 -11.5749 -0.108
C -8.5381 13.4017 -11.6153 0.198
Cl -7.9008 13.1731 -9.9529 -0.114
Cl -7.4044 14.4065 -12.5517 -0.135
H -8.6529 12.4068 -12.0279 0.145
Cl -11.0062 3.6983 -7.5047 -0.124
C -11.6051 5.3639 -7.4442 0.001
Cl -10.7905 6.3567 -8.6452 -0.102
Cl -11.4222 6.0296 -5.8361 -0.097
H -12.6708 5.3566 -7.6344 0.303
Cl -9.0072 11.4668 -5.3214 -0.100
C -10.5969 10.8880 -5.7169 0.282
Cl -11.7554 12.1661 -6.0886 -0.119
Cl -11.2717 9.9040 -4.3666 -0.150
H -10.5542 10.2013 -6.5518 0.072
Cl -10.8689 9.1613 -11.8202 -0.115
C -9.7443 9.4159 -10.4883 0.497
Cl -10.3178 10.6850 -9.4031 -0.057
Cl -8.0468 9.7135 -10.9091 -0.122
H -9.6963 8.4604 -9.9842 -0.157
```

Net charge ... 0
LUMO ... 0.014 Ha
Molecular weight ... 477.51 g mol⁻¹
SMILES string ... ClC(Cl)Cl.ClC(Cl)Cl.ClC(Cl)Cl.ClC(Cl)Cl
E_HOMO ... -11.02 eV
Orbital gap ... 11.402 eV



Entry c
A 4-piece molecular cluster, C4H4Cl12 overall. Source: the OMol25 dataset; level of theory: the ωB97M-V functional and the def2-TZVPD basis.

Structure (XYZ):
```
20
Properties=species:S:1:pos:R:3:mulliken_charge:R:1
Cl -2.5280 -3.4221 -0.9856 -0.115
C -3.4596 -2.0021 -0.3848 0.461
Cl -2.9597 -1.5277 1.2994 -0.120
Cl -5.1509 -2.1573 -0.4891 -0.115
H -3.1218 -1.1742 -1.0082 -0.111
Cl 0.3234 -1.5722 1.7490 -0.073
C 0.8695 -3.2311 2.2295 -0.055
Cl 0.2165 -4.3740 0.9991 -0.101
Cl 0.3069 -3.7418 3.8555 -0.114
H 1.9574 -3.1830 2.1824 0.335
Cl -0.0138 -1.0050 -1.3696 -0.069
C -0.3853 0.7139 -0.9399 0.124
Cl -1.8754 1.3190 -1.7125 -0.131
Cl 0.9465 1.6965 -1.6011 -0.133
H -0.3578 0.8329 0.1433 0.221
Cl 1.4022 4.8629 -0.4388 -0.117
C 3.0539 4.4510 -0.8084 0.199
Cl 4.0560 5.0564 0.4906 -0.135
Cl 3.5776 5.0900 -2.3185 -0.119
H 3.1426 3.3679 -0.8923 0.168
```

Net charge ... 0
LUMO ... 0.007 Ha
Molecular weight ... 477.51 g mol⁻¹
SMILES string ... ClC(Cl)Cl.ClC(Cl)Cl.ClC(Cl)Cl.ClC(Cl)Cl
E_HOMO ... -10.91 eV
Orbital gap ... 11.093 eV



It is entry b that is the most stable of them.